No. 1
A 2-piece molecular cluster, C9H14 overall. Source: the Open Molecules 2025 dataset; level of theory: wB97M-V/def2-TZVPD.

Values from the calculation:
**2S+1**: 2
**LUMO (alpha / beta)**: 4.10 / 4.04 eV
**Expectation value of S²**: 0.763
**Total charge**: -1

CARTESIAN COORDINATES (ANGSTROEM)
C -2.677 -0.332 1.658
C -1.553 -0.025 -0.626
C -1.567 0.232 0.833
C -0.813 0.801 -1.425
C -0.738 1.219 1.299
C 0.035 1.812 -0.910
C 0.074 2.045 0.491
H -2.248 -0.779 -0.982
H -1.001 0.863 -2.495
H -2.372 -1.233 2.218
H -3.445 -0.756 0.998
H -0.637 1.422 2.368
H 0.668 2.307 -1.639
H 0.647 2.823 0.974
H -3.085 0.387 2.374
C 2.451 -1.186 0.104
C 2.269 -1.525 -1.373
H 2.043 -2.013 0.686
H 3.490 -1.028 0.400
H 1.936 -0.281 0.417
H 1.343 -1.048 -1.708
H 2.094 -2.560 -1.676
H 3.086 -1.142 -1.988


No. 2
A 2-piece molecular cluster, C9H14 overall. Source: the Open Molecules 2025 dataset; level of theory: wB97M-V/def2-TZVPD.

Values from the calculation:
**2S+1**: 1
**LUMO**: 1.02 eV
**SMILES**: Cc1ccccc1.CC
**Total charge**: 0

CARTESIAN COORDINATES (ANGSTROEM)
C -0.588 -3.584 -1.220
C -0.310 -2.197 -1.114
C -0.944 -1.371 -1.932
C -0.703 0.084 -1.821
C 0.160 0.602 -0.884
C 0.608 -0.412 0.070
C 0.546 -1.827 -0.119
H 0.078 -4.196 -0.512
H -0.449 -4.017 -2.245
H -1.675 -3.749 -0.961
H -1.702 -1.760 -2.637
H -1.281 0.659 -2.487
H 0.612 1.450 -0.641
H 0.906 -0.071 0.912
H 1.045 -2.274 0.834
C 1.195 2.964 1.994
C -0.248 2.719 1.761
H 1.514 3.207 2.967
H 1.747 2.129 1.792
H 1.535 3.756 1.377
H -0.596 1.678 1.738
H -0.889 3.159 2.423
H -0.560 3.050 0.706


No. 3
A 2-piece molecular cluster, C9H14 overall. Source: the Open Molecules 2025 dataset; level of theory: wB97M-V/def2-TZVPD.

Values from the calculation:
**2S+1**: 1
**LUMO**: 1.02 eV
**SMILES**: Cc1ccccc1.CC
**Total charge**: 0

CARTESIAN COORDINATES (ANGSTROEM)
C 2.192 0.026 0.764
C 0.799 0.332 1.201
C 0.047 -0.534 1.987
C -1.258 -0.224 2.342
C -1.781 1.030 2.042
C -1.012 1.944 1.345
C 0.303 1.613 1.029
H 2.517 -0.968 0.428
H 2.922 0.198 1.568
H 2.511 0.647 -0.071
H 0.494 -1.469 2.316
H -1.801 -0.805 3.074
H -2.855 1.181 2.110
H -1.374 2.956 1.195
H 0.832 2.364 0.446
C 0.117 -1.050 -2.084
C -0.853 -1.006 -3.249
H 1.030 -1.480 -2.517
H 0.554 -0.080 -1.815
H -0.179 -1.580 -1.180
H -1.888 -0.709 -3.100
H -0.863 -1.981 -3.753
H -0.453 -0.404 -4.076


No. 4
A 2-piece molecular cluster, C9H14 overall. Source: the Open Molecules 2025 dataset; level of theory: wB97M-V/def2-TZVPD.

Values from the calculation:
**2S+1**: 1
**LUMO**: 1.04 eV
**SMILES**: Cc1ccccc1.CC
**Total charge**: 0

CARTESIAN COORDINATES (ANGSTROEM)
C -0.793 1.432 1.097
C -1.239 0.204 0.392
C -1.447 -0.977 1.064
C -1.459 -2.200 0.315
C -1.477 -2.138 -1.059
C -1.524 -0.906 -1.727
C -1.366 0.241 -1.019
H -0.716 2.200 0.274
H 0.091 1.284 1.727
H -1.322 1.924 1.924
H -1.481 -0.975 2.134
H -1.536 -3.167 0.762
H -1.516 -3.006 -1.701
H -1.545 -1.021 -2.804
H -1.410 1.212 -1.512
C 2.305 1.070 0.631
C 2.300 0.468 -0.745
H 3.297 1.183 1.130
H 1.926 2.081 0.694
H 2.068 0.426 1.497
H 1.349 -0.056 -0.860
H 2.836 -0.465 -0.765
H 2.658 1.188 -1.450


Asked for energy above the lowest of the compared OMol25 structures with the same formula, charge and spin across the records above, the calculation gives 0.509, 2.968, 0.732, 1.612 eV in order.
Asked for calculated total energy across the records above, the calculation gives -9558.28841, -9557.21386, -9559.44986, -9558.56965 eV in order.